P.
The following is a DFT calculation (ωB97M-V/def2-TZVPD) of a cluster of 2 separate species, C6H14 in total.

Geometry as ORCA input:
```
! RIJCOSX wB97M-V def2-TZVPD def2/J DEFGRID3
* xyz 0 1
C 0.07243 -0.30658 2.87673
C -1.13171 0.26165 2.80362
C -1.82467 0.88993 3.88085
H 1.07999 -0.09966 2.38289
H 0.31159 -1.26020 3.47137
H -1.51596 0.46991 1.82223
H -1.59078 0.59422 4.95424
H -2.93844 0.64898 3.79977
H -1.91354 1.97906 3.76139
C -0.02041 -0.48144 -1.77968
C 1.33542 -0.36314 -2.32166
C 1.44079 -0.12343 -3.86481
H -0.71941 -0.88286 -2.49327
H -0.09716 -0.89022 -0.75206
H -0.33652 0.58483 -1.66365
H 1.96922 0.28598 -1.77319
H 1.81657 -1.32961 -2.31688
H 0.45865 0.44907 -4.19304
H 1.51000 -1.05661 -4.46669
H 2.09392 0.63012 -4.12817
*
```

Calculated values
- LUMO level (eV) = 0.77
- Kohn-Sham gap (Ha) = 0.327
- molar mass (g mol⁻¹) = 86.2
- SMILES = C=CC.CCC

Atomic partial charges in e from the Mulliken method, atoms 1 to 6: number 1, C, carries -0.580; number 2, C, carries -0.004; number 3, C, carries -0.947; number 4, H, carries 0.219; number 5, H, carries 0.186; number 6, H, carries 0.298

=====

Q.
The following is a DFT calculation (ωB97M-V/def2-TZVPD) of a cluster of 2 separate species, C6H14 in total.

Geometry as ORCA input:
```
! RIJCOSX wB97M-V def2-TZVPD def2/J DEFGRID3
* xyz 0 1
C -2.57435 0.46771 -1.18678
C -1.43287 0.70704 -0.54598
C -0.65450 -0.34013 0.21776
C 0.67176 0.10877 0.85759
C 1.05388 -0.87507 1.96531
C 1.83382 0.24709 -0.13293
H -2.99805 -0.53528 -1.23413
H -3.09514 1.24407 -1.74050
H -1.00136 1.70904 -0.58853
H -0.46728 -1.22015 -0.41716
H -1.31731 -0.68435 1.02089
H 0.50302 1.09313 1.31823
H 1.96942 -0.56590 2.48114
H 0.25542 -0.95923 2.71048
H 1.22853 -1.87558 1.54881
H 2.75030 0.54591 0.39219
H 2.04154 -0.71015 -0.62922
H 1.64071 0.99172 -0.91268
H -0.57134 0.34637 -2.50900
H 0.16379 0.30500 -2.61550
*
```

Calculated values
- LUMO level (eV) = 1.26
- Kohn-Sham gap (Ha) = 0.393
- molar mass (g mol⁻¹) = 86.2
- SMILES = C=CCC(C)C.[H][H]

Atomic partial charges in e from the Mulliken method, atoms 1 to 6: number 1, C, carries -0.559; number 2, C, carries -0.574; number 3, C, carries -0.663; number 4, C, carries 0.803; number 5, C, carries -1.553; number 6, C, carries -1.442

=====

Which structure wins on stability? Q wins.

=====

P.
The following is a DFT calculation (ωB97M-V/def2-TZVPD) of a cluster of 2 separate species, C2H9NS2 in total.

Geometry as ORCA input:
```
! RIJCOSX wB97M-V def2-TZVPD def2/J DEFGRID3
* xyz 0 1
C 0.55875 -1.76191 1.88156
S 1.64005 -1.22111 0.54825
S 3.13654 -0.26925 1.67200
H 0.19721 -0.90630 2.43665
H -0.25576 -2.25606 1.36365
H 1.00776 -2.49055 2.55225
H 3.44800 0.52658 0.64001
C -1.68856 1.09218 -2.06008
N -0.68268 1.33626 -1.04765
H -2.71721 1.22274 -1.72711
H -1.57397 1.75415 -2.91092
H -1.59842 0.06047 -2.39937
H -0.75024 0.65319 -0.30782
H -0.72147 2.25960 -0.64141
*
```

Calculated values
- LUMO level (eV) = 0.51
- Kohn-Sham gap (Ha) = 0.322
- molar mass (g mol⁻¹) = 111.2
- SMILES = CSS.CN

Atomic partial charges in e from the Mulliken method, atoms 1 to 6: number 1, C, carries -0.888; number 2, S, carries -0.039; number 3, S, carries -0.211; number 4, H, carries 0.321; number 5, H, carries 0.281; number 6, H, carries 0.372

=====

Q.
The following is a DFT calculation (ωB97M-V/def2-TZVPD) of a cluster of 2 separate species, C2H9NS2 in total.

Geometry as ORCA input:
```
! RIJCOSX wB97M-V def2-TZVPD def2/J DEFGRID3
* xyz 0 1
C 3.57084 -1.02403 1.93530
C 2.46805 -0.45238 0.89670
N 1.75875 -1.39614 -0.03310
H 3.24083 -1.94366 2.58164
H 3.95461 -0.32205 2.77485
H 4.36135 -1.32250 1.23837
H 3.05969 0.20605 0.21848
H 1.71783 0.09750 1.54849
H 1.17085 -0.91557 -0.77792
H 1.04375 -1.90864 0.47720
S -1.99883 1.32412 0.14156
S -2.02708 0.23284 -1.67173
H -0.86090 0.76120 0.60524
H -1.81790 -0.93222 -0.94399
*
```

Calculated values
- LUMO level (eV) = 0.07
- Kohn-Sham gap (Ha) = 0.338
- molar mass (g mol⁻¹) = 111.2
- SMILES = CCN.SS

Atomic partial charges in e from the Mulliken method, atoms 1 to 6: number 1, C, carries -0.911; number 2, C, carries -0.214; number 3, N, carries -0.625; number 4, H, carries 0.264; number 5, H, carries 0.272; number 6, H, carries 0.252

=====

Which structure wins on stability? P wins.

=====

P.
The following is a DFT calculation (ωB97M-V/def2-TZVPD) of a cluster of 2 separate species, C2H9NS2 in total.

Geometry as ORCA input:
```
! RIJCOSX wB97M-V def2-TZVPD def2/J DEFGRID3
* xyz 0 1
C -0.61088 0.45337 1.78655
N -1.49011 -0.32922 0.90008
C -1.42434 0.11961 -0.46567
H -0.73459 1.50694 1.55500
H 0.41145 0.09983 1.65796
H -0.89271 0.22532 2.81287
H -1.25417 -1.30662 1.00148
H -0.40167 0.18610 -0.87011
H -1.95787 -0.56990 -1.11926
H -1.94091 1.06632 -0.58562
S 3.03418 -0.15138 -2.62735
S 2.63827 -0.55050 -0.61782
H 2.61469 -1.35182 -3.05126
H 2.00867 0.60196 -0.37685
*
```

Calculated values
- LUMO level (eV) = 0.25
- Kohn-Sham gap (Ha) = 0.328
- molar mass (g mol⁻¹) = 111.2
- SMILES = CNC.SS

Atomic partial charges in e from the Mulliken method, atoms 1 to 6: number 1, C, carries -0.684; number 2, N, carries -0.386; number 3, C, carries -0.651; number 4, H, carries 0.306; number 5, H, carries 0.156; number 6, H, carries 0.282

=====

Q.
The following is a DFT calculation (ωB97M-V/def2-TZVPD) of a cluster of 2 separate species, C2H9NS2 in total.

Geometry as ORCA input:
```
! RIJCOSX wB97M-V def2-TZVPD def2/J DEFGRID3
* xyz 0 1
C 2.67947 0.50109 0.25174
N 1.74736 1.32686 -0.55770
C 1.64071 2.70375 0.09610
H 2.65456 0.39985 1.39304
H 2.46809 -0.50539 -0.10827
H 3.72182 0.68286 -0.05756
H 0.83824 0.92362 -0.54846
H 0.90725 2.75841 0.93433
H 1.33834 3.51771 -0.57115
H 2.65573 2.95562 0.39338
S -1.39140 -1.68846 -0.90246
S -1.84437 -0.57308 0.85828
H -0.19496 -2.11096 -0.43104
H -0.76934 -0.95414 1.51945
*
```

Calculated values
- LUMO level (eV) = 0.01
- Kohn-Sham gap (Ha) = 0.324
- molar mass (g mol⁻¹) = 111.2
- SMILES = CNC.SS

Atomic partial charges in e from the Mulliken method, atoms 1 to 6: number 1, C, carries -0.851; number 2, N, carries -0.378; number 3, C, carries -0.726; number 4, H, carries 0.262; number 5, H, carries 0.331; number 6, H, carries 0.334

=====

Which structure wins on stability? P wins.

=====

P.
The following is a DFT calculation (ωB97M-V/def2-TZVPD) of the molecule C3H6N2S2.

Geometry as ORCA input:
```
! RIJCOSX wB97M-V def2-TZVPD def2/J DEFGRID3
* xyz 0 1
C 0.73340 -1.12261 1.28444
N 0.06469 -0.51719 0.15247
C -0.71933 -1.25451 -0.65660
S -0.91663 -2.85016 -0.53241
C 0.11581 0.90490 0.00592
N -0.42802 1.48146 -0.98603
S -0.21117 3.15162 -1.04885
H 1.43023 -1.86895 0.88517
H -0.00794 -1.60093 1.96899
H 1.33354 -0.32900 1.77264
H -1.26432 -0.63290 -1.43261
H 0.83544 1.30833 0.74007
H -0.96571 3.32994 -2.15321
*
```

Calculated values
- LUMO level (eV) = 0.07
- Kohn-Sham gap (Ha) = 0.315
- molar mass (g mol⁻¹) = 134.2
- SMILES = CN(C=S)/C=N/S

Atomic partial charges in e from the Mulliken method, atoms 1 to 6: number 1, C, carries -0.894; number 2, N, carries 0.060; number 3, C, carries -0.137; number 4, S, carries -0.318; number 5, C, carries 0.192; number 6, N, carries -0.356

=====

Q.
The following is a DFT calculation (ωB97M-V/def2-TZVPD) of the molecule C3H6N2S2.

Geometry as ORCA input:
```
! RIJCOSX wB97M-V def2-TZVPD def2/J DEFGRID3
* xyz 0 1
H -1.70865 1.81804 0.82077
N -2.33215 0.96641 0.62686
C -1.52379 0.18685 0.03392
N -1.97315 -0.99564 -0.42537
C -0.12034 0.40077 0.02812
S 0.54320 1.99329 -0.16007
S 0.85048 -0.98091 0.30481
C 2.46422 -0.17831 -0.00035
H -2.99853 -1.36809 -0.27399
H -1.65429 -1.64379 -1.09749
H 3.16923 -1.04669 -0.30256
H 2.41959 0.77663 -0.77032
H 2.86417 0.07143 1.21567
*
```

Calculated values
- LUMO level (eV) = -0.91
- Kohn-Sham gap (Ha) = 0.290
- molar mass (g mol⁻¹) = 134.2
- SMILES = [H]/N=C(/N)C(=S)SC

Atomic partial charges in e from the Mulliken method, atoms 1 to 6: number 1, H, carries 0.261; number 2, N, carries -0.674; number 3, C, carries 0.485; number 4, N, carries -0.462; number 5, C, carries 0.166; number 6, S, carries -0.293

=====

R.
The following is a DFT calculation (ωB97M-V/def2-TZVPD) of the molecule C3H6N2S2.

Geometry as ORCA input:
```
! RIJCOSX wB97M-V def2-TZVPD def2/J DEFGRID3
* xyz 0 1
C 2.66866 0.49250 -0.66192
N 1.37118 0.28345 -0.08094
S 0.94212 -1.36116 0.29185
C 0.49952 1.29977 0.17129
N -0.71222 1.30519 0.61074
C -1.65518 0.37520 0.63320
S -2.41500 -0.31297 -0.61209
H 2.75650 -0.00398 -1.63434
H 2.80576 1.53164 -1.01566
H 3.40710 0.15802 0.07106
H 1.74542 -1.48198 1.35855
H 1.07149 2.21725 0.09646
H -1.91081 0.23980 1.68361
*
```

Calculated values
- LUMO level (eV) = 0.40
- Kohn-Sham gap (Ha) = 0.318
- molar mass (g mol⁻¹) = 134.2
- SMILES = CN(S)/C=N\C=S

Atomic partial charges in e from the Mulliken method, atoms 1 to 6: number 1, C, carries -0.838; number 2, N, carries -0.109; number 3, S, carries -0.121; number 4, C, carries 0.310; number 5, N, carries -0.438; number 6, C, carries -0.211

=====

Which structure wins on stability? P wins.